<w>
A 6-piece molecular cluster, C3H15NO4 overall, computed with the ωB97M-V functional and the def2-TZVPD basis.

```
! wB97M-V def2-TZVPD RIJCOSX def2/J DEFGRID3
* xyz -1 2
N -0.12 1.65 0.31
C 1.39 0.45 -1.99
C 1.80 -1.61 -0.53
C 1.04 -0.85 -1.48
H -0.97 1.02 0.54
H 0.61 1.41 -0.47
H 2.32 1.02 -1.72
H 0.76 1.00 -2.76
H 1.74 -2.68 -0.53
H 2.73 -1.18 -0.03
H -0.01 -1.38 -1.74
H -1.65 -0.86 1.08
H -1.12 -2.16 1.84
O -0.86 -1.43 1.31
H 1.64 -0.11 1.29
H 0.92 0.90 1.98
O 1.86 0.59 2.00
H -2.23 0.04 -0.11
H -1.46 0.62 -1.26
O -2.17 -0.09 -1.10
H -2.92 0.88 2.06
H -0.57 2.56 0.03
O -2.71 0.21 1.29
*
```

Computed properties:
highest occupied orbital energy (spin up / spin down)	-4.5 / -4.5	eV
LUMO (spin up / spin down)	3.75 / 2.45	eV
HOMO-LUMO gap (spin up / spin down)	0.30195 / 0.25481	Eh



<x>
A 4-piece molecular cluster, C3H15NO4 overall, computed with the ωB97M-V functional and the def2-TZVPD basis.

```
! wB97M-V def2-TZVPD RIJCOSX def2/J DEFGRID3
* xyz -1 2
C -1.49 -0.67 0.57
N -0.28 0.19 0.04
C -0.12 0.28 -1.36
O 0.36 -0.93 -1.91
C -2.82 -0.02 0.43
H -1.38 -1.06 1.60
H -1.63 -1.65 0.09
H 0.66 0.13 0.50
H 0.62 1.18 -1.55
H -1.11 0.34 -1.98
H 1.18 -1.14 -1.39
H -3.07 1.11 0.65
H -3.53 -0.52 1.15
H -3.20 -0.21 -0.62
H 1.87 0.73 3.44
H 0.55 0.67 2.70
O 1.45 0.65 2.56
H 4.72 -2.50 -2.59
H 4.33 -3.38 -1.41
O 4.33 -2.42 -1.68
H -0.64 3.64 0.71
H -0.21 2.32 0.13
O -0.59 3.24 -0.09
*
```

Computed properties:
highest occupied orbital energy (spin up / spin down)	0.8 / -6.0	eV
LUMO (spin up / spin down)	2.98 / 2.90	eV
HOMO-LUMO gap (spin up / spin down)	0.07867 / 0.32673	Eh



We find <x> to be the most stable, with the next structure 2.3 kcal/mol higher.



<w>
A 2-piece molecular cluster, C4H13NOS overall, computed with the ωB97M-V functional and the def2-TZVPD basis.

```
! wB97M-V def2-TZVPD RIJCOSX def2/J DEFGRID3
* xyz 1 2
C -0.93 -0.20 -1.35
C -0.50 0.43 -0.02
C 0.95 0.14 0.24
S 1.99 1.10 1.31
C 3.26 -0.09 1.75
N -0.70 -1.63 -1.35
H -1.93 0.11 -1.62
H -0.32 0.34 -2.10
H -0.66 1.51 -0.10
H -1.17 0.04 0.75
H 1.07 -0.91 0.53
H 1.49 0.19 -0.74
H 3.90 0.43 2.45
H 3.70 -0.45 0.82
H 2.73 -0.90 2.26
H -1.34 -2.14 -1.93
H 0.23 -1.87 -1.63
H -3.62 0.57 0.30
H -4.09 2.00 0.56
O -4.06 1.31 -0.13
*
```

Computed properties:
highest occupied orbital energy (spin up / spin down)	-13.0 / -13.0	eV
LUMO (spin up / spin down)	-3.23 / -8.23	eV
HOMO-LUMO gap (spin up / spin down)	0.35748 / 0.17342	Eh



<x>
A 2-piece molecular cluster, C4H13NOS overall, computed with the ωB97M-V functional and the def2-TZVPD basis.

```
! wB97M-V def2-TZVPD RIJCOSX def2/J DEFGRID3
* xyz 1 2
C 0.07 0.75 -1.47
C -0.32 0.00 -0.20
C -1.89 -0.13 -0.01
C -2.35 -0.34 1.41
S -1.80 1.15 2.41
N 0.18 -1.28 -0.17
H 0.20 0.10 -2.32
H -0.72 1.46 -1.71
H 0.98 1.30 -1.25
H -0.04 0.51 0.72
H -2.29 -0.86 -0.69
H -2.29 0.82 -0.36
H -1.92 -1.19 1.90
H -3.43 -0.29 1.54
H -1.64 0.44 3.54
H 0.26 -1.81 -1.03
H 0.02 -1.86 0.65
H 6.28 -1.04 -4.33
H 5.93 -1.07 -2.82
O 6.65 -1.18 -3.46
*
```

Computed properties:
highest occupied orbital energy (spin up / spin down)	-13.4 / -13.2	eV
LUMO (spin up / spin down)	-3.25 / -8.12	eV
HOMO-LUMO gap (spin up / spin down)	0.37322 / 0.18726	Eh



We find <w> to be the most stable, with the next structure 3.2 kcal/mol higher.



<w>
C6H6INOS as an isolated structure, computed with the ωB97M-V functional and the def2-TZVPD basis.

```
! wB97M-V def2-TZVPD RIJCOSX def2/J DEFGRID3
* xyz 0 1
C -1.85 1.49 -1.13
C -0.62 0.89 -0.88
C -2.51 1.72 0.02
C -0.23 0.89 0.40
C 1.06 -2.28 0.70
C 0.86 0.37 0.97
N 1.93 -2.34 -0.17
O 0.23 -2.83 1.32
S -1.57 1.34 1.38
I 2.73 0.82 -0.08
H -2.32 1.53 -2.15
H -0.02 0.38 -1.64
H -3.57 2.12 0.04
H 0.95 0.42 2.02
H 2.48 -1.28 -0.30
H 2.45 -3.24 -0.50
*
```

Computed properties:
highest occupied orbital energy (spin up / spin down)	-7.0 / -6.8	eV
LUMO (spin up / spin down)	-0.18 / -0.52	eV
HOMO-LUMO gap (spin up / spin down)	0.24923 / 0.22967	Eh



<x>
An isolated molecule of C6H6INOS, computed with the ωB97M-V functional and the def2-TZVPD basis.

```
! wB97M-V def2-TZVPD RIJCOSX def2/J DEFGRID3
* xyz 0 1
C -0.67 0.88 1.83
C -1.45 -1.39 1.43
C -0.05 0.20 0.81
C 1.42 -0.14 -1.13
C 0.41 0.23 -2.07
C 1.15 0.59 0.22
N -0.50 -1.08 0.61
O -0.84 -0.27 -1.90
S -1.93 -0.15 2.54
I 1.84 2.57 0.41
H -0.29 1.70 2.28
H -2.16 -2.21 1.20
H 1.37 -1.17 -0.78
H 2.42 0.13 -1.37
H 0.39 1.06 -2.72
H -1.12 -0.96 -1.35
*
```

Computed properties:
highest occupied orbital energy (spin up / spin down)	-7.5 / -6.9	eV
LUMO (spin up / spin down)	0.36 / -0.70	eV
HOMO-LUMO gap (spin up / spin down)	0.28712 / 0.22947	Eh



We find <x> to be the most stable, with the next structure 5.1 kcal/mol higher.